Record 1
A 2-piece molecular cluster, C4H8N2O2 overall at a distorted geometry, computed with the ωB97M-V functional and the def2-TZVPD basis.

The geometry in XYZ format:
```
16
Properties=species:S:1:pos:R:3:forces:R:3
C 2.097 -1.513 -2.366 0.6 -0.4 0.2
N -0.192 -0.160 -0.622 -0.7 -0.3 0.5
O 0.972 -0.771 -2.584 0.6 -0.2 -0.8
H 0.176 0.737 -0.908 -0.1 -0.1 0.3
H -0.435 -0.762 -1.403 -0.3 0.2 0.6
H 2.879 -0.978 -1.801 -0.3 0.0 -0.1
H 2.552 -1.738 -3.356 -0.3 0.2 0.1
H 1.909 -2.492 -1.895 -0.1 0.2 -0.1
C -1.602 1.478 2.479 0.1 0.0 0.0
C -0.567 1.101 1.469 -0.7 -1.2 -0.4
C -0.938 -0.193 0.556 1.8 2.3 -0.7
O 0.477 1.636 1.275 0.3 0.4 0.0
N -1.736 -0.996 1.017 -1.0 -1.1 0.4
H -1.260 2.332 3.059 0.0 0.0 0.0
H -2.537 1.705 1.964 0.0 0.0 0.0
H -1.796 0.613 3.116 0.0 0.1 0.0
```
Forces are in eV/Å.

Properties
Frontier orbital gap (spin up / spin down), eV: 9.01 / 7.31
Relative energy (zero: lowest compared OMol25 entry of this formula, charge and spin), kJ/mol: 539.1

Record 2
A 10-piece molecular cluster, C38H65N5O15 overall at a distorted geometry, computed with the ωB97M-V functional and the def2-TZVPD basis.

The geometry in XYZ format:
```
123
Properties=species:S:1:pos:R:3:forces:R:3
C 13.930 18.546 -7.070 0.0 -0.4 1.3
C 14.254 17.163 -7.675 1.6 0.8 1.5
C 13.758 15.931 -6.799 -1.1 4.7 0.8
O 13.125 15.158 -7.697 -1.2 -1.6 -1.7
C 12.972 15.783 -8.866 -1.9 -1.3 -3.4
O 12.333 15.285 -9.795 1.8 1.7 2.4
O 13.609 16.994 -8.903 -1.1 -1.5 -0.3
H 14.305 19.402 -7.681 -0.8 -0.7 0.2
H 14.538 18.592 -6.136 -0.3 0.0 -0.5
H 12.850 18.629 -6.687 1.4 0.0 -1.1
H 15.376 17.114 -7.849 -1.2 -0.1 0.2
H 13.012 16.337 -6.045 0.8 -0.6 -0.5
H 14.522 15.432 -6.332 1.9 -1.2 1.2
C 14.358 15.877 1.164 -2.1 -0.3 1.2
C 13.792 16.440 -0.144 2.0 0.2 3.2
C 14.910 17.047 -0.996 0.4 1.7 2.0
O 14.732 16.397 -2.178 0.1 0.3 -2.7
C 13.758 15.518 -2.107 -2.8 -5.0 -4.4
O 13.358 14.768 -3.045 2.0 3.4 3.2
O 13.216 15.405 -0.894 0.4 1.0 -0.3
H 13.539 15.288 1.696 0.9 0.8 -0.7
H 14.697 16.646 1.911 0.0 -0.8 -1.1
H 15.083 15.154 0.886 1.2 -0.5 0.2
H 13.115 17.173 0.183 -1.6 1.0 -0.3
H 15.917 16.843 -0.656 0.2 -0.6 0.4
H 14.929 18.188 -0.988 -0.8 -1.3 -0.8
C 16.056 19.124 2.886 0.6 -2.4 1.2
C 16.550 18.765 1.510 -0.2 1.9 0.6
C 17.760 19.591 1.083 1.1 0.8 0.4
O 18.702 18.577 0.555 -0.1 2.4 -0.8
C 18.252 17.366 0.754 2.1 -2.9 0.1
O 18.908 16.334 0.457 -3.5 3.7 1.2
O 17.087 17.499 1.461 -0.3 -3.7 -0.3
H 16.846 18.858 3.620 -0.8 -0.4 -0.1
H 15.037 18.726 3.102 1.0 -0.2 0.1
H 15.977 20.139 3.029 -0.3 2.7 -0.2
H 15.601 18.903 0.968 0.7 -0.4 -1.2
H 18.295 20.071 1.980 -0.9 -0.6 -1.4
H 17.509 20.367 0.320 0.7 -0.8 0.6
C 12.607 18.943 -3.029 -2.4 1.2 0.6
O 13.470 19.342 -4.052 1.7 2.9 -2.1
C 13.343 20.574 -4.607 -8.3 4.4 2.5
O 12.129 21.394 -4.466 7.0 -5.3 -0.6
O 14.355 21.092 -5.195 1.4 -1.8 0.2
C 14.263 22.430 -5.632 -0.7 1.2 -0.4
H 12.678 17.889 -3.133 0.2 -1.1 1.0
H 11.533 19.175 -3.267 1.0 0.2 0.1
H 12.831 19.444 -2.033 0.1 -0.9 -1.2
H 14.006 23.065 -4.817 -0.6 0.2 0.9
H 13.427 22.521 -6.343 0.7 0.0 -0.1
H 15.246 22.807 -5.908 0.0 -0.7 -0.7
C 23.493 12.146 -4.571 -1.7 -0.8 2.4
O 24.031 13.334 -4.830 -0.6 7.8 -2.7
C 23.223 14.454 -5.361 -5.3 -3.1 -0.6
O 21.875 14.290 -5.708 8.5 1.0 2.3
O 23.929 15.591 -5.445 -0.3 -4.4 0.3
C 23.181 16.753 -5.231 -0.3 0.4 0.0
H 23.558 11.949 -3.515 -0.2 -0.1 0.6
H 24.015 11.451 -5.053 2.8 -3.0 -1.8
H 22.547 11.919 -4.919 -2.5 0.5 -0.5
H 22.161 16.608 -5.492 -0.7 0.0 -0.4
H 23.682 17.455 -5.837 0.1 1.3 -0.5
H 23.234 16.970 -4.194 0.1 0.6 0.9
C 16.187 22.225 -2.567 0.9 -0.6 0.8
C 15.675 22.062 -1.127 -1.5 -3.1 -1.1
C 15.959 23.053 -0.079 0.1 2.2 -0.9
C 17.293 23.029 0.432 1.1 -0.2 0.1
N 18.365 23.037 0.833 0.4 -0.1 0.2
H 16.124 21.309 -3.195 -0.4 0.6 0.6
H 17.227 22.498 -2.585 0.7 0.1 0.1
H 15.694 23.036 -3.032 -0.8 0.8 -0.7
H 16.123 21.202 -0.645 -0.2 -1.1 -0.7
H 14.573 21.823 -1.236 1.0 0.5 0.6
H 15.337 22.999 0.783 -1.0 0.1 0.4
H 15.913 23.997 -0.599 -0.6 1.0 0.5
C 17.046 18.495 -4.423 -1.4 0.4 0.2
C 17.348 18.815 -2.979 -0.8 0.1 0.7
C 18.588 19.638 -2.703 -0.6 0.1 -2.4
C 19.741 19.046 -3.323 3.9 -1.8 -1.6
N 20.720 18.596 -3.800 -2.9 1.1 1.2
H 16.227 17.771 -4.567 0.8 -0.4 0.3
H 17.889 18.320 -5.059 0.4 -0.5 -0.1
H 16.530 19.363 -4.796 0.1 0.9 -0.5
H 17.245 18.046 -2.265 1.1 -2.2 0.3
H 16.460 19.243 -2.552 -0.6 1.7 -0.2
H 18.857 19.807 -1.722 0.1 0.2 2.4
H 18.514 20.605 -3.182 -0.2 0.5 -0.1
C 18.652 16.529 -8.788 0.4 -0.5 0.0
C 19.927 16.445 -7.969 0.6 -1.5 0.1
C 20.003 17.664 -7.097 0.4 2.3 0.6
C 20.940 18.611 -7.739 -4.5 -3.6 3.1
N 21.641 19.291 -8.256 4.1 4.0 -3.0
H 17.767 16.770 -8.166 0.6 0.0 -0.5
H 18.464 15.623 -9.356 -0.1 -0.1 0.0
H 18.975 17.280 -9.496 -1.0 0.6 -0.5
H 20.808 16.452 -8.670 -0.8 -0.1 0.7
H 20.078 15.550 -7.331 -0.5 0.3 -0.5
H 20.469 17.509 -6.134 -0.2 -0.4 0.4
H 19.031 18.234 -6.871 1.2 -1.1 -0.6
C 17.297 14.468 -2.433 -0.5 2.6 -0.9
C 18.623 15.078 -2.767 -0.7 -0.2 1.4
C 19.065 14.798 -4.147 -1.2 2.8 -1.6
C 18.128 15.400 -5.194 6.1 -4.3 6.5
N 17.411 15.795 -5.917 -5.5 3.1 -5.6
H 17.134 13.469 -2.691 0.0 -1.7 -0.1
H 16.718 15.093 -3.120 -1.0 -0.6 0.2
H 16.993 14.743 -1.445 -0.2 -0.3 0.8
H 19.395 14.729 -2.120 0.8 -0.1 0.6
H 18.489 16.166 -2.590 0.5 -0.5 -0.2
H 19.351 13.823 -4.400 0.2 -1.4 -0.3
H 19.902 15.437 -4.178 1.6 0.4 -0.9
C 16.784 19.895 -8.907 -0.7 3.8 -1.4
C 16.862 20.713 -7.589 0.6 -0.4 -2.6
C 18.292 21.337 -7.465 -1.9 -0.3 -3.1
C 18.342 22.052 -6.279 1.0 0.6 1.6
N 18.364 22.644 -5.304 -0.2 0.5 1.0
H 17.425 19.078 -8.862 0.9 -1.6 -0.2
H 17.127 20.624 -9.782 -0.6 -1.6 1.6
H 15.735 19.652 -9.146 0.6 -0.3 0.1
H 16.613 20.059 -6.809 0.2 -0.9 1.5
H 16.029 21.388 -7.629 0.0 1.1 0.1
H 18.504 22.047 -8.311 -0.5 -0.5 0.6
H 19.025 20.577 -7.648 0.6 -0.5 0.6
```
Forces are in eV/Å.

Properties
Frontier orbital gap, eV: 10.15
Relative energy (zero: lowest compared OMol25 entry of this formula, charge and spin), kJ/mol: 209.7
SMILES: C[C@H]1COC(=O)O1.C[C@H]1COC(=O)O1.C[C@H]1COC(=O)O1.COC(=O)OC.COC(=O)OC.CCCC#N.CCCC#N.CCCC#N.CCCC#N.CCCC#N

Record 3
C4H6O2 as an isolated structure at a distorted geometry, computed with the ωB97M-V functional and the def2-TZVPD basis.

The geometry in XYZ format:
```
12
Properties=species:S:1:pos:R:3:forces:R:3
O 0.982 0.422 1.581 0.0 0.2 -0.2
C 0.313 0.960 0.662 0.4 0.3 0.4
C 0.583 0.607 -0.758 0.0 0.1 0.0
C 0.005 -0.772 -0.403 -0.3 0.3 0.2
O 0.879 -1.542 0.191 0.1 0.5 0.8
C -1.349 -0.780 -0.268 0.0 -0.3 -0.3
H 1.249 -0.663 1.072 -0.4 -0.8 -0.9
H -0.500 1.635 0.939 0.0 0.0 -0.1
H 1.645 0.556 -1.000 -0.2 0.0 0.0
H 0.007 1.187 -1.479 0.0 -0.1 0.2
H -1.946 -0.009 -0.748 0.1 -0.2 0.0
H -1.868 -1.603 0.210 0.1 0.0 -0.1
```
Forces are in eV/Å.

Properties
Frontier orbital gap, eV: 9.20
Relative energy (zero: lowest compared OMol25 entry of this formula, charge and spin), kJ/mol: 264.2

Question: Which of these has the lowest relative energy (zero: lowest compared OMol25 entry of this formula, charge and spin)?
Answer: C38H65N5O15

Question: Among the records above, which one has the highest relative energy (zero: lowest compared OMol25 entry of this formula, charge and spin)?
Answer: C4H8N2O2